(1)
100
Properties=species:S:1:pos:R:3 method="wB97M-V/def2-TZVPD" total_charge=+1 e_homo_ev=-11.60 lumo_ev=-2.5 max_force_ha_per_bohr=0.0251 e_tot_ev=-38249.9971 homo_lumo_gap_ev=9.061
C -1.527 -5.442 5.171
C -0.699 -4.245 4.800
C 0.521 -3.968 5.416
C 1.282 -2.846 5.076
C 0.833 -1.961 4.090
C 1.700 -0.788 3.724
N 1.083 0.573 3.857
C -0.197 0.854 3.142
C 0.232 0.851 1.690
C 1.378 1.855 1.733
C 0.876 3.317 1.683
C -0.379 3.570 0.847
C -0.345 3.083 -0.618
C -1.665 2.441 -1.116
C -1.512 1.014 -1.650
N -1.283 1.003 -3.108
C 2.523 1.722 0.676
C 2.783 0.350 0.049
C 3.263 0.602 -1.394
C 3.880 -0.469 0.785
C 2.000 1.564 3.156
C -0.375 -2.260 3.455
C -1.138 -3.370 3.798
H -1.872 -5.922 4.260
H -2.407 -5.151 5.734
H -0.925 -6.157 5.718
H 0.895 -4.632 6.180
H 2.220 -2.682 5.585
H 2.542 -0.776 4.407
H 2.107 -0.905 2.729
H 1.007 0.863 4.829
H -0.442 1.879 3.410
H -1.047 0.257 3.442
H -0.651 1.123 1.122
H 0.483 -0.148 1.352
H 0.653 3.660 2.694
H 1.681 3.959 1.341
H -1.241 3.128 1.341
H -0.546 4.643 0.832
H -0.157 3.939 -1.257
H 0.450 2.370 -0.813
H -2.401 2.441 -0.313
H -2.061 3.040 -1.927
H -2.370 0.406 -1.364
H -0.648 0.550 -1.177
H -2.084 0.607 -3.581
H -0.527 0.364 -3.317
H 2.297 2.409 -0.132
H 3.426 2.108 1.142
H 1.878 -0.244 -0.040
H 4.130 1.258 -1.329
H 2.505 1.097 -1.993
H 3.608 -0.316 -1.857
H 4.670 -0.763 0.109
H 3.451 -1.378 1.203
H 4.284 0.113 1.608
H 3.018 1.201 3.146
H 2.028 2.504 3.700
H -0.731 -1.629 2.657
H -2.063 -3.522 3.268
C 3.650 3.759 -3.750
C 4.826 3.210 -4.553
C 4.758 3.551 -6.040
C 3.541 2.984 -6.772
C 3.391 1.465 -6.690
C 4.556 0.703 -7.317
H 2.700 3.341 -4.089
H 3.761 3.513 -2.692
H 3.592 4.846 -3.837
H 4.885 2.126 -4.417
H 5.754 3.618 -4.144
H 5.673 3.200 -6.524
H 4.757 4.639 -6.155
H 3.603 3.277 -7.824
H 2.630 3.451 -6.386
H 2.467 1.182 -7.201
H 3.269 1.155 -5.648
H 4.673 0.971 -8.368
H 4.388 -0.373 -7.263
H 5.497 0.914 -6.808
C -3.881 -1.878 1.313
C -4.691 -2.524 0.193
C -6.142 -2.049 0.146
C -6.963 -2.368 1.397
C -7.027 -3.849 1.764
C -7.684 -4.714 0.692
H -4.285 -2.121 2.297
H -2.844 -2.226 1.286
H -3.874 -0.789 1.210
H -4.651 -3.611 0.295
H -4.218 -2.292 -0.765
H -6.626 -2.487 -0.731
H -6.157 -0.966 -0.013
H -7.980 -1.995 1.245
H -6.565 -1.808 2.249
H -7.591 -3.950 2.694
H -6.023 -4.230 1.976
H -8.701 -4.375 0.491
H -7.736 -5.755 1.013
H -7.128 -4.689 -0.246



(2)
75
Properties=species:S:1:pos:R:3 method="wB97M-V/def2-TZVPD" total_charge=-1 e_homo_ev="-2.88 / -4.59" s2=6.033 lumo_ev="2.8 / 2.7" max_force_ha_per_bohr=0.1260 spin_multiplicity=5 e_tot_ev=-88617.9854 homo_lumo_gap_ev="5.630 / 7.338"
Co 0.896 -1.999 0.263
Cl 2.442 -1.509 -1.321
P -0.203 0.028 -0.263
C 0.943 -3.779 -0.238
H 0.035 -4.366 -0.053
H 1.518 -4.060 -1.127
C -1.169 0.980 1.072
C -1.356 -0.325 -1.687
C -2.493 0.325 1.482
H -0.468 0.901 1.921
C -3.037 0.954 2.771
H -3.236 0.444 0.681
H -2.378 -0.748 1.644
C -3.210 2.468 2.644
H -3.993 0.481 3.024
H -2.340 0.731 3.591
C -1.974 3.159 2.055
H -4.079 2.674 2.004
H -3.434 2.896 3.628
C -1.427 2.465 0.802
H -2.210 4.202 1.813
H -1.181 3.179 2.815
H -2.156 2.563 -0.016
H -0.517 2.983 0.478
C 1.024 1.276 -0.972
C -2.433 0.736 -1.948
H -0.662 -0.351 -2.547
C -3.163 0.424 -3.254
H -3.154 0.738 -1.119
H -2.010 1.749 -2.000
C -3.780 -0.981 -3.255
H -3.941 1.178 -3.421
H -2.448 0.508 -4.084
C -2.807 -2.076 -2.806
H -4.656 -0.985 -2.592
H -4.147 -1.211 -4.261
C -1.988 -1.714 -1.556
H -3.353 -3.006 -2.612
H -2.102 -2.284 -3.622
H -2.627 -1.745 -0.658
H -1.203 -2.473 -1.395
C 1.900 1.872 0.133
H 1.673 0.598 -1.556
C 3.058 2.682 -0.463
H 1.303 2.520 0.789
H 2.304 1.068 0.766
C 2.604 3.702 -1.519
H 3.589 3.201 0.344
H 3.772 1.984 -0.922
C 1.668 3.103 -2.574
H 2.093 4.537 -1.018
H 3.484 4.128 -2.016
C 0.504 2.314 -1.965
H 1.269 3.897 -3.215
H 2.243 2.426 -3.221
H -0.191 3.011 -1.474
H -0.054 1.827 -2.777
C 1.559 -1.446 1.873
C 1.776 -3.436 1.005
H 0.908 -0.569 2.152
C 3.231 -3.822 0.848
H 1.376 -3.808 1.953
C 4.131 -3.402 2.001
H 3.254 -4.921 0.732
H 3.613 -3.396 -0.093
C 3.999 -1.906 2.262
H 3.869 -3.962 2.904
H 5.169 -3.656 1.759
C 2.599 -1.630 2.877
H 4.772 -1.564 2.964
H 4.118 -1.343 1.326
H 2.317 -2.455 3.560
H 2.659 -0.707 3.480
N -1.504 -2.840 1.921
C -0.592 -2.437 1.281



(3)
66
Properties=species:S:1:pos:R:3 method="wB97M-V/def2-TZVPD" total_charge=+1 e_homo_ev=-10.48 lumo_ev=-2.8 max_force_ha_per_bohr=0.0012 e_tot_ev=-136153.3989 homo_lumo_gap_ev=7.711
Pb 1.019 -0.557 0.542
C -1.457 -2.854 2.472
C -2.257 -1.610 2.834
S -1.734 -0.107 1.963
C -1.526 1.102 3.298
C -0.587 0.744 4.442
S 1.103 0.376 3.904
C 1.445 -1.192 4.743
C 0.494 -2.351 4.469
S 0.339 -2.794 2.717
H -1.562 -3.079 1.409
H -1.857 -3.708 3.020
H -2.221 -1.408 3.903
H -3.303 -1.795 2.585
H -2.513 1.339 3.700
H -1.173 1.998 2.782
H -0.966 -0.105 5.010
H -0.561 1.589 5.132
H 1.492 -1.020 5.820
H 2.457 -1.445 4.423
H -0.501 -2.144 4.859
H 0.860 -3.229 5.002
O 0.397 -7.534 0.593
C 0.692 -6.412 0.320
S -0.456 -5.233 -0.380
C 0.633 -3.874 -0.438
C 1.892 -4.108 -0.016
S 3.158 -2.904 0.085
S 2.308 -5.714 0.541
S -0.035 -2.385 -1.055
S 3.688 -2.661 -1.904
C 3.362 -0.964 -2.172
N 2.923 -0.101 -1.313
C 2.938 1.184 -1.855
C 2.594 2.349 -1.171
C 2.671 3.556 -1.839
C 3.086 3.613 -3.174
C 3.443 2.467 -3.858
C 3.370 1.254 -3.181
S 3.792 -0.337 -3.738
H 2.302 2.308 -0.129
H 2.421 4.472 -1.320
H 3.143 4.571 -3.674
H 3.779 2.515 -4.885
C -0.968 3.773 -0.354
C -1.935 2.670 -0.767
Sb -0.928 0.943 -1.529
C -0.248 1.666 -3.427
C -1.254 2.555 -4.149
C -2.608 -0.182 -2.236
C -3.483 -0.788 -1.145
H -1.500 4.642 0.037
H -0.361 4.111 -1.197
H -0.277 3.432 0.423
H -2.626 3.009 -1.541
H -2.540 2.331 0.077
H -0.013 0.772 -4.010
H 0.690 2.193 -3.259
H -2.210 2.054 -4.307
H -0.874 2.840 -5.132
H -1.447 3.475 -3.596
H -2.200 -0.960 -2.883
H -3.178 0.501 -2.867
H -2.921 -1.511 -0.551
H -4.333 -1.313 -1.585
H -3.878 -0.028 -0.469